# 1
Formula: C4H3LiO2Tl
Source: the OMol25 dataset
Level of theory: ωB97M-V with the def2-TZVPD basis set

Computed properties:
Charge: +3
Gap between HOMO and LUMO (spin up / spin down), Eh: 0.2767 / 0.2323
Strongest force on any atom, eV Å⁻¹: 10.49
ΔE to the lowest compared entry with this formula, charge and spin, eV: 0.000

The geometry in XYZ format:
```
11
Properties=species:S:1:pos:R:3:forces:R:3
Tl -2.15545 0.05467 2.70087 -5.22 -3.12 8.55
O -1.24932 0.58686 1.22244 4.87 2.21 -7.84
C -0.65194 -0.13817 0.23589 -1.13 -0.60 1.36
H 1.08309 -0.76279 1.40549 -0.15 -0.75 -0.04
H -1.33773 -0.46801 -0.55536 0.32 0.33 -0.23
C 1.41784 -0.68858 -0.75379 -1.91 -3.08 1.23
C 0.58906 -0.73682 0.42801 1.63 1.89 -1.07
C 0.89054 0.22075 -1.61572 0.87 6.49 -4.15
O 0.79626 1.25757 -2.17048 -0.20 -5.02 2.23
Li -1.35718 2.21114 0.25789 -0.21 1.30 -0.35
H 1.97483 -1.53663 -1.15524 1.13 0.34 0.30
```
Forces are in eV/Å.



# 2
Formula: C4H3LiO6Pb
Source: the OMol25 dataset
Level of theory: ωB97M-V with the def2-TZVPD basis set

Computed properties:
Charge: 0
Gap between HOMO and LUMO (spin up / spin down), Eh: 0.2732 / 0.1945
Strongest force on any atom, eV Å⁻¹: 3.38
ΔE to the lowest compared entry with this formula, charge and spin, eV: 0.000

The geometry in XYZ format:
```
15
Properties=species:S:1:pos:R:3:forces:R:3
O 3.83823 -0.95159 0.56907 -1.58 -1.15 0.46
C 2.83347 -0.19899 0.36863 0.68 0.34 -0.19
O 3.01828 0.97646 -0.07394 -1.59 0.04 0.31
O 1.64295 -0.69078 0.58451 -1.28 -0.20 0.97
C 0.54465 0.15534 0.83946 -0.02 -0.23 -1.60
O -1.65599 0.62532 0.25164 0.26 0.11 0.49
C -2.68674 0.45370 -0.62907 -0.50 -0.29 0.69
C -0.65108 -0.31530 0.34725 0.04 -0.24 -0.81
O -2.76535 -0.59506 -1.30141 -0.13 -0.16 -0.65
O -3.54235 1.36449 -0.61865 -0.19 0.01 -0.55
Pb 5.17459 0.57554 -0.11466 3.06 1.25 -0.72
Li -4.48725 0.26118 -2.00857 0.89 0.09 0.74
H 0.73735 1.22425 0.94323 0.05 -0.47 0.55
H -0.64566 -1.06659 -0.44981 -0.07 0.06 0.52
H -1.35511 -1.81797 1.29229 0.38 0.85 -0.22
```
Forces are in eV/Å.



# 3
Formula: C4H3LuO2
Source: the OMol25 dataset
Level of theory: ωB97M-V with the def2-TZVPD basis set

Computed properties:
Charge: +3
Gap between HOMO and LUMO (spin up / spin down), Eh: 0.2457 / 0.2632
Strongest force on any atom, eV Å⁻¹: 5.69
Multiplicity: 2

The geometry in XYZ format:
```
10
Properties=species:S:1:pos:R:3:forces:R:3
C -2.53174 -0.03074 -0.08087 -5.68 0.31 -0.15
C -1.30332 -0.05227 -0.10882 5.09 -1.16 -0.04
C 0.03561 -0.20237 -0.08881 -3.56 2.61 0.28
C 1.21459 0.35715 0.03472 0.16 -0.84 -0.77
H 2.13914 -1.36127 -0.12369 0.22 0.07 0.15
H 1.43914 1.42190 -0.05915 -0.62 -0.17 0.29
O -3.80754 0.05296 -0.16441 4.21 -0.34 -0.55
H -4.24991 0.04312 0.69876 -0.60 0.04 0.79
O 2.38368 -0.42157 0.01606 1.35 -0.27 -0.10
Lu 4.68035 0.19308 -0.12379 -0.57 -0.25 0.10
```
Forces are in eV/Å.



# 4
Formula: C4H3MgNaO
Source: the OMol25 dataset
Level of theory: ωB97M-V with the def2-TZVPD basis set

Computed properties:
Charge: +1
Gap between HOMO and LUMO (spin up / spin down), Eh: 0.1708 / 0.2047
Strongest force on any atom, eV Å⁻¹: 3.56
ΔE to the lowest compared entry with this formula, charge and spin, eV: 1.878
Multiplicity: 2

The geometry in XYZ format:
```
10
Properties=species:S:1:pos:R:3:forces:R:3
O 1.90733 -0.19030 0.17193 -0.96 0.55 0.24
C 3.11647 -0.77048 0.03060 0.24 -0.38 0.06
Na 0.09215 -1.37909 -0.50049 -0.03 0.05 -0.12
Mg 1.61100 1.45655 1.15660 0.22 -0.25 -0.21
H 3.74070 -0.83661 0.92830 -0.01 -0.16 -0.56
H 3.27001 -1.36597 -0.87613 0.22 0.22 0.47
C -3.78337 1.54625 -0.06594 -1.18 -0.51 2.71
C -3.10466 0.80911 -0.83772 1.01 -3.38 -0.50
C -2.49350 -0.36799 -0.84890 0.07 2.30 -0.39
H -4.35613 1.09853 0.84176 0.41 1.56 -1.69
```
Forces are in eV/Å.



# 5
Formula: C4H3N
Source: the OMol25 dataset
Level of theory: ωB97M-V with the def2-TZVPD basis set

Computed properties:
Charge: 0
Structure (SMILES): C=C=C=C=N
Gap between HOMO and LUMO (spin up / spin down), Eh: 0.3252 / 0.3252
Strongest force on any atom, eV Å⁻¹: 0.65
ΔE to the lowest compared entry with this formula, charge and spin, eV: 1.524

The geometry in XYZ format:
```
8
Properties=species:S:1:pos:R:3:forces:R:3
C 0.55520 0.51268 -1.86681 -0.08 -0.06 0.05
C -0.13712 -0.04435 -0.90913 0.09 0.05 0.11
C -0.73421 -0.53840 0.11461 0.27 0.19 0.08
C -0.67040 -0.57007 1.40916 -0.03 -0.04 0.32
N -0.73692 -0.69262 2.62389 0.01 0.06 -0.64
H 1.41444 0.00058 -2.28927 -0.17 0.06 -0.03
H -0.00565 -0.18487 3.11900 -0.10 -0.09 0.18
H 0.31465 1.51706 -2.20145 0.00 -0.17 -0.05
```
Forces are in eV/Å.



# 6
Formula: C4H3N
Source: the OMol25 dataset
Level of theory: ωB97M-V with the def2-TZVPD basis set

Computed properties:
Charge: 0
Gap between HOMO and LUMO, Eh: 0.2129
Strongest force on any atom, eV Å⁻¹: 5.84
ΔE to the lowest compared entry with this formula, charge and spin, eV: 8.604

The geometry in XYZ format:
```
8
Properties=species:S:1:pos:R:3:forces:R:3
C 1.12038 0.25057 -0.17475 3.10 -0.70 -3.22
C -2.94544 0.23520 0.87293 -2.67 1.34 1.59
C -1.88745 -0.19849 0.42232 4.49 -1.84 -3.25
C 2.07297 0.17543 -1.00673 -3.81 0.21 2.70
N 0.32092 -0.37405 0.56437 -1.66 -0.93 1.41
H -1.35985 -0.71461 -0.39980 -1.38 0.17 0.52
H -0.10375 0.06456 1.33741 -0.08 0.75 1.65
H 2.78223 0.56140 -1.61573 2.01 0.99 -1.40
```
Forces are in eV/Å.



# 7
Formula: C4H3N2O3
Source: the OMol25 dataset
Level of theory: ωB97M-V with the def2-TZVPD basis set

Computed properties:
Charge: -1
Gap between HOMO and LUMO (spin up / spin down), Eh: 0.2634 / 0.2635
Strongest force on any atom, eV Å⁻¹: 7.99
ΔE to the lowest compared entry with this formula, charge and spin, eV: 4.475

The geometry in XYZ format:
```
12
Properties=species:S:1:pos:R:3:forces:R:3
C 0.45170 -0.80624 -3.38709 3.35 -1.83 -7.02
C 1.01823 -0.18306 -2.18392 0.25 0.69 1.68
C -1.12034 -0.94523 -1.95690 -0.58 0.18 1.22
C -0.03652 0.10385 0.07204 -0.09 0.05 0.03
N -0.75474 -1.22877 -3.26051 0.76 0.08 -0.81
N -0.04376 -0.32678 -1.29764 0.09 0.10 0.34
O 1.59899 -1.07021 -4.94295 -3.68 0.93 4.99
O 2.07670 0.33728 -1.91050 -0.51 -0.33 -0.36
O -2.18237 -1.18651 -1.42415 0.38 0.11 -0.13
H -0.73897 -0.50974 0.63814 0.06 0.07 -0.05
H 0.97318 -0.01203 0.46751 -0.06 0.03 0.01
H -0.33188 1.15485 0.15548 0.03 -0.07 0.08
```
Forces are in eV/Å.



# 8
Formula: C4H3N3
Source: the OMol25 dataset
Level of theory: ωB97M-V with the def2-TZVPD basis set

Computed properties:
Charge: 0
Structure (SMILES): N#Cc1ncc[nH]1
Gap between HOMO and LUMO, Eh: 0.3716
Strongest force on any atom, eV Å⁻¹: 0.99
ΔE to the lowest compared entry with this formula, charge and spin, eV: 0.046

The geometry in XYZ format:
```
10
Properties=species:S:1:pos:R:3:forces:R:3
N -2.04415 -1.70557 1.99623 0.59 0.67 -0.27
C -1.37705 -0.95523 1.42337 -0.61 -0.66 0.40
C -0.56465 -0.14076 0.57747 -0.10 -0.16 0.02
N -0.95629 0.94617 -0.04330 0.13 -0.25 0.00
C 0.05903 1.23163 -0.90782 0.16 0.09 -0.19
C 1.07011 0.31111 -0.80030 0.00 0.08 0.01
N 0.66545 -0.56300 0.16799 -0.13 0.07 -0.08
H -0.00950 2.06578 -1.58815 0.08 -0.01 0.10
H 2.00837 0.19600 -1.31756 -0.06 0.07 0.06
H 1.14868 -1.38614 0.49207 -0.07 0.10 -0.05
```
Forces are in eV/Å.



# 9
Formula: C4H3N3O
Source: the OMol25 dataset
Level of theory: ωB97M-V with the def2-TZVPD basis set

Computed properties:
Charge: 0
Gap between HOMO and LUMO, Eh: 0.3105
Strongest force on any atom, eV Å⁻¹: 7.44
ΔE to the lowest compared entry with this formula, charge and spin, eV: 3.620

The geometry in XYZ format:
```
11
Properties=species:S:1:pos:R:3:forces:R:3
C -1.73522 1.01493 -0.00745 -4.90 -3.33 -0.95
C 0.36591 0.45563 0.28920 0.27 -4.06 1.08
C -0.20604 -1.03740 0.27247 7.03 0.63 -2.36
C 1.93801 -0.82587 0.06899 1.20 2.49 2.53
H -2.68399 1.03639 0.86437 3.02 0.81 -2.19
H -1.08009 -1.47257 -0.02065 -2.71 -0.77 0.18
H 2.81080 -1.40507 0.36660 0.81 0.93 -0.88
N -0.45455 1.33363 0.29625 -3.17 5.28 -0.54
N 0.88806 -1.69130 -0.09246 -2.91 -0.05 0.74
N 1.73944 0.51020 0.31362 0.11 -4.67 -0.94
O -2.05417 0.39123 -1.07143 1.26 2.74 3.33
```
Forces are in eV/Å.



# 10
Formula: C4H3N3O
Source: the OMol25 dataset
Level of theory: ωB97M-V with the def2-TZVPD basis set

Computed properties:
Charge: 0
Structure (SMILES): N#CC1=NN=COC1
Gap between HOMO and LUMO, Eh: 0.3049
Strongest force on any atom, eV Å⁻¹: 7.67
ΔE to the lowest compared entry with this formula, charge and spin, eV: 4.154

The geometry in XYZ format:
```
11
Properties=species:S:1:pos:R:3:forces:R:3
C 0.62322 -2.22434 0.40823 0.00 -1.63 -0.95
C 0.41140 -0.75189 0.39583 1.50 1.48 -2.30
C 0.35909 1.83639 -0.34783 1.02 0.28 0.86
C -1.05437 -0.15870 0.10497 -0.15 1.39 2.23
H 0.15801 2.98081 -0.44090 1.20 -2.21 0.00
H -1.47737 -0.72459 -0.70798 -0.18 -0.12 -0.26
H -2.04481 0.01132 0.96135 3.59 -0.71 -2.13
N 0.76252 -3.38507 0.23358 -0.48 3.56 0.86
N 1.52133 -0.03758 -0.03272 -2.93 -6.61 2.56
N 1.54147 1.22917 -0.13022 -2.84 5.70 -1.05
O -0.80049 1.22449 -0.44432 -0.73 -1.13 0.18
```
Forces are in eV/Å.



# 11
Formula: C4H3N3O
Source: the OMol25 dataset
Level of theory: ωB97M-V with the def2-TZVPD basis set

Computed properties:
Charge: 0
Structure (SMILES): c1cn2nncc2o1
Gap between HOMO and LUMO, Eh: 0.3506
Strongest force on any atom, eV Å⁻¹: 5.85
ΔE to the lowest compared entry with this formula, charge and spin, eV: 3.913

The geometry in XYZ format:
```
11
Properties=species:S:1:pos:R:3:forces:R:3
C -1.83312 0.00364 -0.09488 5.12 0.10 0.36
C -1.09933 1.13650 0.13899 0.74 -0.88 -2.29
C 1.53126 -1.04457 0.05197 4.83 0.21 0.10
C 0.24170 -0.75389 0.24856 -0.93 -2.07 -1.36
H -2.75406 -0.35374 -0.00284 -4.13 -0.46 -0.25
H -1.20359 2.23118 -0.29209 0.04 -2.50 1.74
H 2.24252 -1.84912 0.08109 -0.85 -0.81 -0.10
N 0.24119 0.54918 0.28715 -3.04 4.75 -1.54
N 1.34810 1.09195 -0.15748 1.93 2.01 1.83
N 2.27795 0.19632 -0.10162 -3.16 -2.20 -0.57
O -0.99261 -1.20746 -0.15885 -0.54 1.83 2.07
```
Forces are in eV/Å.



# 12
Formula: C4H3N3O3
Source: the OMol25 dataset
Level of theory: ωB97M-V with the def2-TZVPD basis set

Computed properties:
Charge: 0
Structure (SMILES): O=CC1([N+](=O)[O-])N=CC=N1
Gap between HOMO and LUMO, Eh: 0.3410
Strongest force on any atom, eV Å⁻¹: 3.98
ΔE to the lowest compared entry with this formula, charge and spin, eV: 6.142

The geometry in XYZ format:
```
13
Properties=species:S:1:pos:R:3:forces:R:3
C 1.79265 -0.17077 0.34095 -0.74 0.88 1.01
C 1.21395 -1.38759 -0.18253 -3.91 0.75 -0.05
C -0.83995 0.99558 -1.33263 1.72 0.33 -0.80
C -0.27711 0.31650 -0.08914 0.31 -1.35 -1.35
N 0.95957 0.79162 0.39806 -0.28 0.71 0.80
N -0.04077 -1.15101 -0.47980 0.65 0.41 0.62
N -1.43261 0.28809 1.06489 2.45 -0.09 -0.98
O -1.21197 -0.57970 1.82462 0.40 -2.17 1.86
O -0.18313 1.66355 -2.10518 -1.25 -0.87 1.32
O -2.30204 1.08303 1.16610 -0.97 1.62 -1.17
H 2.65945 -0.05835 0.91397 1.81 0.04 0.06
H 1.49802 -2.40335 -0.05117 0.81 -0.57 -0.62
H -1.83604 0.61240 -1.46816 -1.02 0.33 -0.70
```
Forces are in eV/Å.